## A
16
Properties=species:S:1:pos:R:3 method="wB97M-V/def2-TZVPD" homo_ev="-7.401 / -8.453" lumo_energy_ev="0.327 / -0.434" gap_ev="7.7 / 8.0"
C -2.36 1.00 -0.35
C 2.41 0.61 0.36
C -1.15 0.81 -0.82
C 1.44 0.67 -0.51
C 0.15 -1.61 0.97
C 0.05 0.88 -0.05
F -0.10 1.44 1.18
H -3.26 0.88 -0.89
H -2.38 1.37 0.67
H 3.42 0.37 -0.06
H 2.25 1.02 1.34
H -1.06 0.40 -1.73
H 1.58 0.51 -1.58
H -0.02 -1.74 2.00
H 1.26 -1.68 0.75
H -0.65 -1.71 0.26

=====

## B
16
Properties=species:S:1:pos:R:3 method="wB97M-V/def2-TZVPD" homo_ev=-9.457 lumo_energy_ev=1.058 gap_ev=10.5
C 2.18 0.53 0.09
C 0.83 0.38 -0.07
C -0.14 1.48 0.11
C -1.55 0.86 -0.27
C -1.29 -0.60 -0.79
C 0.14 -0.94 -0.25
F 0.02 -1.55 1.08
H 2.67 1.37 0.43
H 2.78 -0.41 -0.04
H -0.08 1.86 1.13
H 0.16 2.37 -0.46
H -2.05 1.36 -1.12
H -2.21 0.74 0.55
H -1.35 -0.66 -1.88
H -1.97 -1.33 -0.39
H 0.82 -1.66 -0.82

=====

## C
16
Properties=species:S:1:pos:R:3 method="wB97M-V/def2-TZVPD" homo_ev="-7.076 / -7.294" lumo_energy_ev="0.744 / 0.897" gap_ev="7.8 / 8.2"
C -0.73 -0.88 0.60
C 1.27 -0.91 -0.88
C 0.62 -1.51 0.35
C -0.23 0.65 0.50
C 1.07 0.40 -0.29
C -1.22 1.53 -0.18
F 2.07 1.18 0.02
H -1.36 -0.99 -0.30
H -1.21 -1.19 1.40
H 2.36 -1.04 -1.04
H 0.62 -1.07 -1.77
H 1.20 -2.07 1.15
H -0.04 0.90 1.58
H -0.92 2.55 -0.25
H -2.21 1.30 0.31
H -1.29 1.13 -1.22

=====

Top of the stability list: B, leading by 68.4 kcal/mol.